Here is a 2-piece molecular cluster, C9H14 overall in a non-equilibrium geometry from OMol25. Energies are from ωB97M-V with the def2-TZVPD basis set.

Computed properties:
**Kohn-Sham gap**: 10.074 eV
**LUMO energy**: 1.045 eV
**SMILES**: Cc1ccccc1.CC
**Energy relative to the best compared isomer or geometry (same formula, charge and spin)**: 30.1 kJ/mol
**Calculated total energy**: -9559.869 eV

```
! RIJCOSX wB97M-V def2-TZVPD def2/J DEFGRID3
* xyz 0 1
C 1.8218 -2.3958 -0.7684
C -0.9164 0.1351 0.0019
C -1.6256 -0.5685 0.9825
C 0.2104 -0.4540 -0.5203
C 0.6444 -1.7092 -0.1260
C -1.2741 -1.8476 1.3314
C -0.1551 -2.4240 0.7600
H -1.3757 1.0481 -0.3411
H -2.4815 -0.0578 1.4009
H 0.7864 0.0458 -1.2942
H -1.8354 -2.3716 2.0930
H 2.5274 -2.7802 -0.0330
H 2.3660 -1.7146 -1.4166
H 0.1421 -3.4135 1.0989
H 1.5146 -3.2204 -1.4057
C 0.6005 3.4373 -1.1170
C -0.0550 4.1813 0.0341
H 1.6315 3.1859 -0.8601
H 0.0088 2.5894 -1.4355
H 0.8256 4.0831 -1.9757
H -0.8727 4.8237 -0.2870
H 0.6654 4.8275 0.5440
H -0.3961 3.4945 0.8161
*
```